[1]
The following is a DFT calculation (ωB97M-V/def2-TZVPD) of a molecular structure, C27H21ClGeHgO4.

Structure (XYZ):
```
55
Properties=species:S:1:pos:R:3:forces:R:3:nbo_charge:R:1
Hg 1.206897 -2.298874 0.515553 -0.2792 0.3918 -0.2358 1.357
O 1.424951 -5.910918 -1.792771 -0.0479 -0.0652 -0.0593 -0.701
C 1.554951 -4.854530 -1.183140 0.0000 0.1461 0.2592 0.653
O 0.695258 -4.361273 -0.363449 0.1533 -0.0290 -0.1426 -0.869
C 2.909636 -4.032992 -1.384160 -0.1231 0.1733 0.1926 0.651
O 3.761927 -4.496576 -2.134282 0.0831 -0.0156 -0.0710 -0.701
O 3.025535 -2.932017 -0.726671 -0.0638 -0.1973 -0.1326 -0.871
Cl 0.218898 3.374873 4.728491 0.0253 -0.1239 -0.0340 -0.073
C 0.580078 1.741930 4.174527 -0.0347 -0.0274 0.0081 -0.085
C -0.448647 0.834539 3.974113 -0.0407 0.0011 -0.1064 -0.218
C -0.153556 -0.442825 3.523261 -0.1613 0.0954 -0.0103 -0.238
C 1.157542 -0.866160 3.257219 0.1040 -0.1656 0.0360 -0.004
C 1.446811 -2.209927 2.741522 0.0681 0.0774 0.0375 -0.942
C 2.167370 0.084022 3.483287 0.0671 0.1086 0.0350 -0.203
C 1.890525 1.370589 3.931833 0.1082 -0.0951 -0.0154 -0.252
H -1.478097 1.134915 4.134904 0.0530 -0.0244 0.0006 0.217
H -0.967987 -1.135121 3.339399 -0.0088 0.0291 0.0003 0.213
H 0.737528 -2.959318 3.085012 -0.0418 -0.0172 0.1121 0.208
H 2.464903 -2.530910 2.945614 0.0650 -0.0156 0.0726 0.207
H 3.197350 -0.195256 3.279355 -0.0551 0.0368 0.0165 0.202
H 2.691262 2.086583 4.084007 -0.0397 -0.0531 -0.0128 0.209
C -1.610565 -1.115976 -5.116626 0.0298 0.0158 0.1280 -0.240
C -0.317298 -1.437344 -4.714020 -0.0724 0.0608 0.1097 -0.218
C 0.082553 -1.199095 -3.403461 -0.1158 0.0201 0.0036 -0.200
C -0.789183 -0.625343 -2.466606 0.0170 -0.1714 -0.1802 -0.416
C -2.084936 -0.319322 -2.888893 0.0996 0.0397 -0.0998 -0.165
C -2.494456 -0.559226 -4.200128 0.1051 -0.0136 0.0544 -0.253
Ge -0.120452 -0.341154 -0.615308 0.1023 -0.1721 -0.0839 0.679
C -1.756914 0.344922 0.288012 -0.1268 0.0994 0.0810 -0.290
C -1.988544 1.706086 0.515290 -0.0631 -0.0995 0.0841 -0.246
C -3.140202 2.147396 1.166705 0.1070 -0.1551 -0.0353 -0.228
C -4.092372 1.230944 1.596932 0.0552 -0.0547 -0.0482 -0.250
C -3.886367 -0.127693 1.369560 0.0736 0.0749 -0.0249 -0.220
C -2.730706 -0.559543 0.725952 -0.0142 0.0993 0.0709 -0.256
C 0.933518 1.329945 -0.831204 0.1996 0.1114 0.0630 -0.404
C 1.754956 1.749316 0.223134 -0.0820 0.0815 -0.1136 -0.148
C 2.521522 2.906377 0.129809 -0.0754 -0.0611 -0.0650 -0.242
C 2.496325 3.664006 -1.036914 -0.0562 -0.1006 0.0035 -0.243
C 1.695414 3.259633 -2.098636 -0.0108 -0.0383 0.0893 -0.218
C 0.920707 2.107067 -1.991773 0.0051 0.0313 0.0611 -0.232
H -1.930796 -1.313355 -6.133164 -0.0010 0.0033 -0.0132 0.191
H 0.373450 -1.892919 -5.414414 -0.0038 0.0069 0.0238 0.205
H 1.086229 -1.481998 -3.095939 -0.0444 -0.0065 0.0024 0.231
H -2.786391 0.121649 -2.186589 0.0135 -0.0295 -0.0215 0.195
H -3.506851 -0.313840 -4.504289 0.0053 -0.0021 0.0094 0.189
H -1.247156 2.433700 0.194478 -0.0695 -0.0537 0.0242 0.215
H -3.286196 3.205978 1.349483 0.0013 0.0146 -0.0123 0.196
H -4.986971 1.570949 2.108916 0.0324 -0.0179 -0.0167 0.192
H -4.623719 -0.850010 1.704081 0.0179 0.0056 -0.0111 0.195
H -2.571820 -1.624544 0.573096 -0.0151 0.0472 0.0052 0.217
H 1.788911 1.162350 1.136935 0.0161 0.0223 -0.0644 0.210
H 3.144857 3.211224 0.964544 -0.0279 -0.0134 -0.0226 0.198
H 3.102529 4.558084 -1.120720 0.0110 0.0285 0.0007 0.191
H 1.672740 3.842926 -3.013281 0.0037 -0.0063 0.0068 0.191
H 0.295049 1.808030 -2.828581 0.0521 0.0029 0.0409 0.213
```
Positions in Å, forces in eV/Å.

The HOMO energy comes out at -1.69 eV. Its molar mass is 718.11 g mol⁻¹. As for the HOMO-LUMO gap: 5.9 eV. Its net charge is -2. Its total energy is -109745.1524 eV.

=====

[2]
The following is a DFT calculation (ωB97M-V/def2-TZVPD) of a molecular structure, C27H21F3NPV at a distorted geometry.

Structure (XYZ):
```
54
Properties=species:S:1:pos:R:3:forces:R:3:nbo_charge:R:1
V -1.058920 1.594151 -1.003223 -0.1760 -0.1944 -0.5269 0.951
N -0.983867 0.868817 2.345992 0.1405 0.0593 -0.0663 -0.804
C 0.328696 0.970671 2.732944 -0.3293 -0.1573 0.1556 0.225
C 0.618938 0.930573 4.108652 0.0716 0.0008 -0.0654 -0.260
C 1.912428 0.999210 4.569016 0.1009 0.0084 0.0628 -0.159
C 2.985674 1.106031 3.681612 -0.2289 -0.0060 -0.0310 -0.291
C 2.707693 1.168732 2.332305 0.1471 0.0825 -0.1064 -0.090
C 1.398935 1.121896 1.833046 0.1693 0.0276 0.0599 -0.471
P 1.101982 1.336470 0.069770 0.0264 -0.5338 0.2177 0.831
C 0.873624 -0.345391 -0.630073 0.2523 0.0069 0.0480 -0.257
C 0.777006 -1.465936 0.195887 -0.0847 0.0197 -0.0746 -0.216
C 0.412086 -2.689876 -0.336997 -0.0347 -0.0295 -0.0589 -0.184
C 0.144030 -2.818382 -1.697151 0.0194 -0.0218 0.1093 -0.189
C 0.257497 -1.719879 -2.529758 -0.0443 0.1038 0.0313 -0.175
C 0.610688 -0.484995 -1.998061 0.1212 0.0926 0.0750 -0.288
C 2.626963 1.984098 -0.642271 -0.0115 0.2063 0.0510 -0.275
C 3.612134 1.190005 -1.217301 0.1446 0.0059 -0.0550 -0.222
C 4.763626 1.780655 -1.725729 -0.0937 -0.0096 0.0444 -0.208
C 4.930541 3.156907 -1.654292 0.0063 0.0268 0.0008 -0.194
C 3.946817 3.954049 -1.081481 -0.0077 -0.1138 -0.0013 -0.192
C 2.794495 3.368346 -0.581336 0.0537 0.0781 -0.0725 -0.217
H -1.664766 0.696195 3.064477 0.0182 0.0307 0.0294 0.392
H -1.261093 0.523609 1.437047 0.0305 0.0224 -0.0944 0.420
H -0.205038 0.830681 4.805308 0.0179 0.0034 0.0126 0.210
H 2.088965 0.961898 5.637021 0.0341 0.0034 -0.0132 0.216
H 4.005526 1.154398 4.035895 -0.0120 -0.0060 0.0130 0.218
H 3.527708 1.283528 1.631228 -0.0494 -0.0158 0.0368 0.208
H 0.965356 -1.368424 1.257827 0.0285 -0.0091 -0.0018 0.230
H 0.326924 -3.552373 0.311788 -0.0023 0.0055 -0.0069 0.221
H -0.154498 -3.777010 -2.101550 0.0053 0.0127 0.0094 0.223
H 0.056295 -1.813464 -3.588660 0.0040 0.0093 -0.0018 0.222
H 0.718809 0.367150 -2.666886 0.0385 0.0180 -0.0041 0.216
H 3.487924 0.115087 -1.271068 -0.0297 0.0156 0.0182 0.227
H 5.530162 1.162306 -2.174349 -0.0009 0.0080 -0.0003 0.220
H 5.828745 3.612622 -2.050683 0.0006 -0.0100 -0.0031 0.219
H 4.068882 5.027805 -1.031312 0.0211 -0.0065 -0.0091 0.222
H 2.019566 3.992539 -0.149426 -0.0203 -0.0435 0.0012 0.233
C -2.296044 0.061712 -0.528859 -0.1350 -0.4093 -0.0423 -0.597
C -2.936203 -0.967200 -0.671837 -0.3064 -0.1999 0.0664 0.017
C -3.702608 -2.184522 -0.778778 0.2506 0.1955 0.1146 -0.136
C -4.373781 -2.529313 -1.952292 -0.0256 0.0001 -0.0411 -0.191
C -5.082880 -3.719363 -2.031283 0.0394 0.0298 0.0466 -0.208
C -5.131276 -4.582121 -0.943119 0.0138 0.0507 -0.0140 -0.218
C -4.466690 -4.245087 0.229239 0.0337 0.0748 -0.0271 -0.210
C -3.757649 -3.056134 0.310846 -0.0408 -0.1133 0.0474 -0.190
H -4.336033 -1.852836 -2.796223 -0.0093 -0.0159 -0.0054 0.219
H -5.600969 -3.972497 -2.947445 -0.0015 -0.0015 0.0049 0.214
H -5.686808 -5.508910 -1.006366 0.0044 0.0072 -0.0080 0.213
H -4.500030 -4.907502 1.084976 -0.0106 -0.0059 -0.0120 0.213
H -3.237611 -2.786518 1.221332 -0.0086 -0.0159 -0.0042 0.216
F -1.099124 4.329615 -0.751314 -0.1557 -0.1586 -0.0318 -0.397
C -2.119726 3.344659 -0.754195 -0.0722 1.0866 -0.0621 0.564
F -2.915656 3.681367 0.277473 0.0301 -0.0934 0.1169 -0.345
F -2.857433 3.671936 -1.880389 0.0668 -0.1216 0.0677 -0.376
```
Positions in Å, forces in eV/Å.

The HOMO energy (spin up / spin down) comes out at -7.69 / -8.26 eV. Its molar mass is 498.38 g mol⁻¹. As for the HOMO-LUMO gap (spin up / spin down): 7.8 / 8.1 eV. Its net charge is 0. Its total energy is -72956.2342 eV. As for the spin multiplicity: 4. The expectation value of S² is 3.77.

=====

[3]
The following is a DFT calculation (ωB97M-V/def2-TZVPD) of a molecular structure, C27H21IO4PSTi.

Structure (XYZ):
```
56
Properties=species:S:1:pos:R:3:forces:R:3:nbo_charge:R:1
Ti 0.113268 0.217254 0.198735 -0.4405 -0.1922 -0.3439 1.182
C 1.722388 -1.462472 0.241798 0.2276 -0.0662 -0.0187 -0.291
C 0.644476 -1.908441 1.036573 0.0117 -0.1319 0.1446 -0.276
C 0.509328 -1.022036 2.133609 0.0034 -0.0558 0.0117 -0.284
C 1.516545 -0.039811 2.023315 -0.0454 0.0458 0.0343 -0.246
C 2.258374 -0.303419 0.853419 0.1435 0.0124 -0.0300 -0.281
H 2.097580 -1.947815 -0.646541 -0.0597 0.0510 0.0364 0.277
H 0.050321 -2.792548 0.853637 0.0395 0.0632 -0.0042 0.260
H -0.235594 -1.075653 2.914748 0.0036 0.0284 -0.0713 0.273
H 1.659027 0.798069 2.688499 -0.0459 0.0211 -0.0445 0.277
H 3.091778 0.281440 0.491413 -0.1032 0.0198 -0.0097 0.271
O -1.134669 1.411190 1.154206 0.0460 0.1578 -0.3103 -0.908
S -0.847725 2.453003 0.032480 0.4584 0.1243 0.4654 2.531
O -0.963811 3.794911 0.447662 -0.0378 -0.0011 -0.0686 -0.851
O -1.531919 1.965553 -1.151379 0.0436 0.0534 0.0181 -0.924
O 0.668851 1.997978 -0.169050 -0.4225 0.0324 -0.0179 -0.880
I -2.321773 -1.258653 -0.246372 0.4155 -0.2594 0.2953 0.463
C -3.298818 -0.295892 -1.795097 -0.2404 0.2491 -0.2885 -0.154
C -4.617427 -0.061562 -1.516118 0.0059 0.1145 -0.2957 -0.211
C -5.484946 0.399166 -2.530546 0.1236 -0.0634 0.1626 -0.200
C -5.000965 0.533442 -3.791002 0.0900 -0.0228 -0.0329 -0.136
C -3.636515 0.282091 -4.090785 -0.1168 0.0806 -0.2000 -0.085
C -3.222772 0.376432 -5.443416 0.0032 -0.0099 0.1034 -0.120
C -1.934328 0.129938 -5.796951 0.0784 -0.0175 0.0898 -0.218
C -0.992753 -0.126718 -4.784609 -0.0388 -0.0077 -0.1741 -0.143
C -1.327732 -0.188976 -3.452935 -0.1768 0.0422 0.0756 -0.379
P 0.175188 -0.221351 -2.408350 0.0600 -0.2499 0.2434 1.039
C 1.209674 1.138644 -2.995090 -0.0278 0.0614 0.0540 -0.378
C 2.553400 1.152108 -2.620262 0.0861 -0.0267 0.0441 -0.206
C 3.354302 2.238164 -2.926538 -0.0620 0.0062 -0.0357 -0.190
C 2.812018 3.328782 -3.594079 0.0052 -0.0071 0.0143 -0.194
C 1.470780 3.331608 -3.943624 0.0461 -0.0060 0.0163 -0.139
C 0.666369 2.243048 -3.640955 0.0111 0.0505 -0.0116 -0.203
C 0.985198 -1.761104 -2.952065 -0.1463 -0.0949 -0.0446 -0.402
C 2.058457 -1.796539 -3.833605 0.1265 0.1329 -0.0919 -0.202
C 2.600967 -3.013266 -4.230054 -0.0071 -0.0311 0.0038 -0.199
C 2.071778 -4.204443 -3.762009 -0.0430 0.0777 0.0298 -0.169
C 0.980010 -4.177997 -2.900848 0.0612 -0.0382 -0.0510 -0.220
C 0.441653 -2.967999 -2.504239 -0.0742 -0.0181 0.1161 -0.153
C -2.708656 -0.072258 -3.074928 0.0326 -0.0585 0.1656 0.028
H -5.012887 -0.239639 -0.527188 0.0119 -0.0261 0.0542 0.236
H -6.522043 0.600144 -2.304256 -0.0043 -0.0029 0.0329 0.238
H -5.651038 0.833740 -4.601531 -0.0186 0.0014 -0.0257 0.228
H -3.962850 0.632133 -6.189733 -0.0295 0.0124 -0.0130 0.228
H -1.615982 0.174157 -6.828282 0.0066 -0.0108 -0.0249 0.236
H 0.044478 -0.230797 -5.080748 -0.0026 -0.0128 0.0280 0.227
H 2.989416 0.313637 -2.085608 -0.0514 -0.0182 -0.0463 0.211
H 4.396885 2.235334 -2.642126 0.0388 0.0066 0.0044 0.226
H 3.434565 4.179679 -3.832470 0.0157 0.0234 -0.0033 0.230
H 1.044092 4.187189 -4.447304 -0.0187 0.0262 -0.0150 0.222
H -0.382844 2.270261 -3.898524 -0.0213 -0.0060 0.0193 0.233
H 2.482578 -0.881735 -4.232309 -0.0458 -0.0329 0.0829 0.233
H 3.438501 -3.021474 -4.913607 0.0195 -0.0085 -0.0188 0.231
H 2.498231 -5.147452 -4.072540 0.0086 -0.0364 -0.0067 0.230
H 0.545817 -5.101429 -2.542774 -0.0047 -0.0220 -0.0022 0.228
H -0.420445 -2.971317 -1.844047 0.0617 0.0405 -0.0452 0.205
```
Positions in Å, forces in eV/Å.

The HOMO energy comes out at -11.49 eV. Its molar mass is 647.27 g mol⁻¹. As for the HOMO-LUMO gap: 7.2 eV. Its net charge is +1. Its total energy is -87865.9778 eV.